No. 1
{"formula": "C30H70N10O10", "method": "wB97M-V/def2-TZVPD", "homo_lumo_gap_ha": 0.3408, "total_charge": 0, "lumo_ev": 0.24, "de_lowest_kj_mol": 845.1, "symbols": ["C", "N", "C", "C", "O", "H", "H", "H", "H", "H", "H", "H", "C", "N", "C", "C", "O", "H", "H", "H", "H", "H", "H", "H", "C", "N", "C", "C", "O", "H", "H", "H", "H", "H", "H", "H", "C", "N", "C", "C", "O", "H", "H", "H", "H", "H", "H", "H", "C", "N", "C", "C", "O", "H", "H", "H", "H", "H", "H", "H", "C", "N", "C", "C", "O", "H", "H", "H", "H", "H", "H", "H", "C", "N", "C", "C", "O", "H", "H", "H", "H", "H", "H", "H", "C", "N", "C", "C", "O", "H", "H", "H", "H", "H", "H", "H", "C", "N", "C", "C", "O", "H", "H", "H", "H", "H", "H", "H", "C", "N", "C", "C", "O", "H", "H", "H", "H", "H", "H", "H"], "positions_angstrom": [[-3.961, 3.072, -2.926], [-2.651, 3.385, -2.617], [-2.332, 4.741, -2.099], [-1.718, 2.484, -2.936], [-0.508, 2.744, -2.764], [-4.185, 2.009, -3.015], [-4.149, 3.529, -3.897], [-4.782, 3.478, -2.335], [-2.910, 4.855, -1.182], [-1.278, 4.809, -1.830], [-2.546, 5.609, -2.723], [-2.060, 1.519, -3.340], [2.109, -2.345, 6.340], [2.360, -2.573, 4.933], [3.201, -1.613, 4.252], [1.769, -3.601, 4.323], [1.017, -4.385, 4.864], [1.114, -2.682, 6.630], [2.115, -1.271, 6.526], [2.875, -2.749, 7.002], [4.152, -2.126, 4.110], [2.788, -1.266, 3.305], [3.423, -0.686, 4.783], [2.048, -3.754, 3.269], [-4.086, -2.990, -4.757], [-3.407, -1.863, -4.150], [-2.027, -1.937, -4.328], [-4.010, -1.066, -3.277], [-3.410, -0.314, -2.519], [-3.871, -3.044, -5.824], [-5.164, -2.856, -4.662], [-3.963, -4.028, -4.446], [-1.575, -2.829, -3.894], [-1.896, -2.111, -5.396], [-1.385, -1.079, -4.128], [-5.093, -1.203, -3.133], [2.132, -1.459, -4.229], [2.437, -0.262, -5.006], [1.317, 0.738, -5.035], [3.717, 0.023, -5.392], [4.101, 1.152, -5.766], [2.151, -1.194, -3.172], [2.674, -2.376, -4.460], [1.095, -1.645, -4.509], [1.215, 1.238, -4.072], [1.419, 1.446, -5.858], [0.355, 0.296, -5.292], [4.321, -0.895, -5.334], [0.521, 1.865, 0.515], [0.374, 0.380, 0.286], [0.038, -0.089, -1.025], [0.578, -0.508, 1.304], [0.725, -1.718, 1.206], [0.915, 2.161, 1.488], [-0.402, 2.426, 0.369], [1.097, 2.353, -0.271], [-0.969, 0.226, -1.297], [0.698, 0.387, -1.750], [0.009, -1.174, -1.129], [0.636, 0.001, 2.278], [0.917, 2.500, 6.893], [1.249, 1.894, 5.577], [0.305, 0.847, 5.186], [2.428, 2.224, 5.014], [2.743, 1.722, 3.931], [1.632, 3.285, 7.138], [0.909, 1.685, 7.617], [-0.077, 2.926, 6.758], [0.720, 0.308, 4.334], [0.091, 0.190, 6.029], [-0.623, 1.339, 4.899], [3.116, 2.934, 5.499], [5.061, 3.970, 0.920], [4.400, 5.200, 0.457], [3.582, 4.939, -0.677], [4.631, 6.384, 1.049], [4.044, 7.411, 0.671], [5.409, 3.393, 0.063], [4.445, 3.393, 1.610], [5.950, 4.244, 1.487], [2.846, 4.186, -0.395], [3.283, 5.791, -1.287], [4.126, 4.327, -1.396], [5.395, 6.410, 1.841], [-2.610, -2.826, 0.915], [-3.510, -3.402, -0.104], [-2.832, -3.962, -1.255], [-4.869, -3.412, -0.006], [-5.602, -4.024, -0.801], [-3.244, -2.589, 1.769], [-2.089, -1.898, 0.681], [-1.808, -3.477, 1.264], [-2.205, -3.256, -1.801], [-2.157, -4.789, -1.034], [-3.556, -4.468, -1.893], [-5.242, -2.955, 0.924], [-4.211, 3.080, 1.785], [-3.316, 1.916, 1.644], [-3.602, 1.135, 0.460], [-2.453, 1.624, 2.652], [-1.857, 0.535, 2.662], [-3.784, 3.888, 2.378], [-5.126, 2.728, 2.262], [-4.409, 3.710, 0.917], [-3.228, 0.118, 0.578], [-4.686, 1.066, 0.375], [-3.217, 1.577, -0.459], [-2.336, 2.397, 3.428], [2.722, -5.934, -1.413], [2.218, -4.644, -1.059], [2.981, -3.679, -0.244], [1.018, -4.222, -1.566], [0.323, -4.796, -2.389], [3.731, -5.648, -1.712], [2.294, -6.561, -2.196], [2.727, -6.580, -0.536], [2.951, -3.979, 0.804], [3.992, -3.496, -0.607], [2.430, -2.746, -0.355], [0.823, -3.173, -1.292]], "forces_ev_per_a": [[-3.1, 0.1, -1.9], [1.3, 0.9, 1.1], [0.2, -0.9, 0.7], [3.2, 1.1, 0.7], [-1.3, -0.9, -0.5], [0.5, -0.1, 0.1], [-0.5, -0.1, -0.5], [0.5, 0.2, 0.8], [-0.1, 0.1, 0.1], [-0.1, -0.3, -0.2], [-0.3, -0.5, -0.6], [-0.2, 0.2, 0.2], [-0.4, 0.7, 0.3], [-0.4, 1.3, 1.1], [0.9, -0.4, -0.7], [-0.1, -0.8, -0.5], [-0.3, -0.2, 0.3], [0.2, -0.4, -0.1], [0.0, 0.1, -0.1], [0.0, -0.4, -0.1], [0.3, 0.4, -0.5], [-0.1, -0.4, -0.1], [-0.4, -0.3, 0.5], [0.1, 0.4, -0.1], [-1.7, 0.1, -1.1], [-1.3, -1.3, -0.1], [2.6, -0.3, -1.4], [0.0, -0.1, 1.8], [0.1, 0.6, -0.3], [0.1, 0.4, -0.1], [0.0, 0.2, 0.0], [0.9, 0.3, 1.0], [0.0, 0.0, 0.5], [0.3, 0.0, -0.3], [-0.7, 0.2, 0.6], [0.0, -0.1, -0.6], [-1.1, 0.6, -0.4], [-0.3, 0.4, -0.5], [0.9, -0.3, -0.3], [-0.7, 2.4, -0.3], [-0.5, -2.6, 0.6], [0.1, -0.4, 0.2], [0.4, 0.4, -0.1], [-0.1, -0.5, 0.4], [0.0, 0.2, -0.1], [0.7, 0.2, 0.3], [0.1, -0.8, 0.3], [0.4, 0.3, -0.1], [-0.7, -0.5, -0.7], [0.5, 0.7, 1.5], [-0.5, 0.5, -0.9], [0.4, 0.7, 0.0], [-0.4, 0.2, -0.3], [0.1, -0.7, 0.0], [-0.7, -0.5, 0.3], [0.7, -0.6, -0.1], [-0.2, 0.2, 0.0], [0.1, -0.3, -0.2], [0.5, 0.1, 0.4], [0.1, 0.0, -0.1], [-0.1, -0.6, -1.4], [0.4, 1.2, 2.5], [0.6, 0.8, -0.7], [-0.5, -1.8, -2.3], [0.4, 0.5, 0.4], [-0.1, -0.2, 0.1], [-0.1, 0.3, 0.4], [-0.1, 0.1, 0.5], [-0.2, -0.1, 0.2], [0.2, -0.1, 0.0], [-0.1, -0.2, -0.2], [-0.6, 0.0, 0.4], [0.5, 0.9, 0.6], [1.5, -1.4, 0.9], [-0.1, -0.7, -1.2], [-1.5, 1.9, -1.7], [1.0, -1.1, 0.9], [-0.2, -0.1, 0.1], [-0.3, -0.2, -0.3], [0.1, 0.1, 0.0], [-1.0, 0.7, 0.0], [-0.5, 0.1, 0.8], [0.7, 0.1, -0.1], [-0.1, -0.3, 0.0], [-1.1, 0.3, 0.6], [1.3, 0.6, 0.1], [-0.2, -1.0, -0.5], [0.1, -1.8, -0.9], [0.8, 1.4, 1.0], [0.1, 0.0, 0.2], [-0.2, 0.1, -0.7], [-0.3, -0.5, -0.3], [-0.3, 0.4, 0.0], [0.2, 0.1, 0.7], [-0.2, 0.6, -0.2], [0.0, 0.2, -0.2], [0.5, 0.3, 0.8], [-0.4, 2.5, 0.1], [0.0, -0.9, 0.4], [0.3, -2.6, -1.6], [-0.3, 1.6, 0.6], [0.3, -0.5, 0.8], [-0.3, 0.4, -0.2], [-0.1, -1.0, -0.8], [0.2, 0.1, -0.1], [-0.1, 0.0, -0.1], [0.2, 0.1, 0.1], [-0.2, 0.0, -0.1], [1.7, -0.3, 0.6], [-2.3, 1.0, -0.6], [-1.0, -0.5, -0.4], [1.0, 0.5, -0.8], [0.1, -0.3, 0.6], [0.5, -1.0, 0.0], [-0.7, 1.0, -0.2], [0.4, -0.1, 0.2], [0.3, 0.1, 0.0], [0.1, -0.4, 0.0], [0.2, 0.1, 0.4], [-0.3, -0.1, 0.3]]}

=====

No. 2
{"formula": "C30H72N4O2", "method": "wB97M-V/def2-TZVPD", "homo_lumo_gap_ha": [0.0581, 0.3118], "total_charge": -1, "lumo_ev": [2.42, 2.46], "de_lowest_kj_mol": 0.0, "spin_multiplicity": 2, "symbols": ["C", "C", "N", "C", "C", "C", "C", "H", "H", "H", "H", "H", "H", "H", "H", "H", "H", "H", "H", "H", "H", "H", "C", "C", "N", "C", "C", "C", "C", "H", "H", "H", "H", "H", "H", "H", "H", "H", "H", "H", "H", "H", "H", "H", "C", "C", "N", "C", "C", "C", "C", "H", "H", "H", "H", "H", "H", "H", "H", "H", "H", "H", "H", "H", "H", "H", "C", "C", "N", "C", "C", "C", "C", "H", "H", "H", "H", "H", "H", "H", "H", "H", "H", "H", "H", "H", "H", "H", "C", "C", "O", "C", "H", "H", "H", "H", "H", "H", "C", "C", "O", "C", "H", "H", "H", "H", "H", "H"], "positions_angstrom": [[-0.067, 0.150, -1.505], [0.452, 0.403, -0.155], [0.476, -0.698, 0.801], [0.765, -0.274, 2.148], [-0.094, 0.884, 2.653], [1.289, -1.866, 0.369], [0.701, -3.214, 0.906], [-0.384, 1.146, -1.814], [-0.974, -0.452, -1.452], [0.574, -0.323, -2.250], [1.486, 0.735, -0.256], [-0.129, 1.222, 0.269], [0.592, -1.202, 2.692], [1.838, -0.148, 2.293], [-1.126, 0.581, 2.475], [0.133, 0.998, 3.713], [0.293, 1.747, 2.112], [2.287, -1.650, 0.751], [1.327, -1.868, -0.721], [0.467, -3.268, 1.970], [1.141, -4.147, 0.554], [-0.335, -3.313, 0.583], [0.148, 7.306, 5.122], [-0.291, 5.813, 5.271], [0.616, 4.878, 5.959], [0.916, 5.399, 7.313], [1.333, 4.200, 8.171], [1.805, 4.549, 5.162], [1.645, 3.054, 4.747], [1.083, 7.288, 4.563], [0.326, 7.834, 6.059], [-0.553, 7.905, 4.540], [-1.278, 5.789, 5.734], [-0.467, 5.323, 4.314], [1.693, 6.158, 7.215], [-0.001, 5.829, 7.715], [0.799, 3.266, 7.999], [2.386, 3.958, 8.023], [1.243, 4.317, 9.251], [2.680, 4.729, 5.786], [1.988, 5.170, 4.285], [2.523, 2.820, 4.144], [0.750, 3.071, 4.126], [1.599, 2.399, 5.616], [-7.135, 1.672, -3.306], [-5.714, 1.253, -3.888], [-4.559, 2.026, -3.413], [-4.563, 2.191, -1.944], [-3.482, 3.234, -1.536], [-3.288, 1.446, -3.954], [-3.231, 0.989, -5.501], [-7.992, 1.253, -3.832], [-7.306, 2.736, -3.468], [-7.260, 1.454, -2.245], [-5.730, 0.197, -3.615], [-5.656, 1.220, -4.976], [-5.422, 2.758, -1.586], [-4.360, 1.288, -1.369], [-3.772, 4.268, -1.721], [-3.281, 3.277, -0.466], [-2.532, 3.046, -2.035], [-3.120, 0.590, -3.300], [-2.483, 2.151, -3.744], [-3.883, 0.171, -5.807], [-2.178, 0.719, -5.580], [-3.259, 1.733, -6.297], [1.423, -1.441, -6.172], [2.642, -2.216, -5.630], [2.487, -2.887, -4.355], [1.525, -4.003, -4.472], [1.011, -4.356, -3.145], [3.746, -3.265, -3.768], [4.624, -4.332, -4.493], [1.762, -1.005, -7.112], [1.123, -0.681, -5.451], [0.509, -2.023, -6.285], [3.066, -2.856, -6.403], [3.396, -1.446, -5.463], [2.056, -4.808, -4.980], [0.623, -3.673, -4.988], [0.631, -3.521, -2.557], [1.731, -4.798, -2.456], [0.239, -5.124, -3.193], [4.374, -2.377, -3.688], [3.574, -3.494, -2.716], [5.660, -4.320, -4.153], [4.148, -5.311, -4.447], [4.895, -4.111, -5.526], [-3.079, -1.615, 1.012], [-3.423, -3.094, 0.728], [-4.048, -3.777, 1.586], [-2.965, -3.736, -0.585], [-2.074, -1.319, 0.710], [-3.310, -1.390, 2.053], [-3.768, -0.974, 0.461], [-2.823, -4.813, -0.487], [-1.973, -3.310, -0.733], [-3.677, -3.491, -1.374], [4.641, -2.688, 3.310], [4.982, -3.962, 2.487], [6.130, -4.420, 2.598], [3.968, -4.429, 1.500], [4.989, -2.983, 4.300], [3.584, -2.606, 3.561], [5.106, -1.823, 2.836], [3.544, -3.585, 0.955], [3.142, -4.898, 2.034], [4.357, -5.203, 0.839]], "forces_ev_per_a": [[-1.3, -0.2, -0.9], [1.5, -0.2, 1.3], [-1.1, -0.5, -1.2], [-0.1, -1.6, 0.2], [1.4, -1.2, -0.2], [-0.9, 0.3, 1.0], [-1.1, 0.5, -0.4], [0.1, -0.1, -0.8], [-0.2, -0.1, 0.0], [0.2, 0.2, 0.2], [0.4, 0.7, 0.0], [0.1, -0.2, 0.1], [-0.3, 0.2, 0.7], [0.5, 0.8, 0.0], [-0.1, 0.7, 0.0], [-0.3, 0.1, 0.0], [-0.8, 0.4, 0.3], [0.6, -0.4, -0.1], [0.0, -0.2, 0.1], [1.0, 0.2, 0.3], [0.6, 0.3, 0.1], [-0.1, 0.3, -0.7], [0.4, -1.0, -0.4], [-0.3, 0.0, -0.2], [-0.7, 2.0, 0.2], [-0.3, -1.7, -0.6], [0.8, -0.2, 0.7], [-0.2, -1.3, 0.9], [0.9, 1.9, -0.3], [0.2, 0.3, 0.0], [-0.1, -0.2, 0.1], [-0.2, -0.2, 0.0], [0.0, -0.1, 0.4], [0.0, 0.5, -0.4], [0.1, 0.2, 0.6], [0.0, 0.2, -0.1], [-0.4, 0.3, -0.6], [0.1, 0.0, -0.2], [0.0, 0.6, 0.1], [0.2, -0.3, 0.1], [-0.5, 0.1, -0.2], [-0.1, -0.5, -0.2], [0.1, -0.6, 0.2], [-0.3, 0.1, -0.2], [0.9, 1.0, -1.0], [-1.4, -0.2, 0.7], [-1.0, -0.1, -0.3], [1.6, 2.1, -0.3], [0.4, 0.0, 0.0], [-1.3, 0.0, -0.5], [0.8, 0.7, 1.5], [0.3, -0.7, -0.2], [0.2, 0.3, 0.3], [0.3, -0.1, -0.1], [0.9, -0.6, 0.3], [-0.5, 0.5, 0.0], [-0.7, -1.0, -0.4], [-0.3, -0.5, -0.1], [-0.2, -0.1, -0.6], [0.0, -0.6, 0.2], [0.0, 0.1, 0.2], [0.5, -0.6, -0.3], [0.0, 0.0, -0.4], [0.2, -0.1, 0.4], [0.0, -0.8, 0.0], [-0.7, 0.7, 0.5], [0.3, -0.5, 0.8], [0.1, 0.9, 0.1], [-1.1, 0.1, -0.8], [0.8, 1.3, 0.0], [-0.3, -1.4, 2.3], [1.1, 0.2, -0.1], [-0.1, 0.3, 0.0], [-0.4, 0.2, 0.0], [0.3, 0.3, -0.1], [0.2, -0.3, -0.5], [-0.1, -0.4, -0.3], [0.2, 0.1, 0.0], [-0.6, -0.5, -0.3], [0.5, 0.0, -0.7], [-0.3, 0.3, -0.5], [0.5, -0.1, -0.2], [-0.3, 0.1, -0.2], [-0.1, 0.4, -0.2], [0.0, -0.6, -0.1], [-0.2, -0.4, 1.1], [0.5, -0.1, 0.0], [-1.0, 0.3, -0.4], [-0.8, -0.7, -0.2], [-1.5, -1.7, 2.4], [1.7, 2.1, -2.4], [0.4, 0.6, 1.2], [0.1, -0.2, 0.2], [0.4, -0.2, 0.1], [-0.1, -0.1, -0.4], [-0.4, 0.0, 0.1], [-0.1, 0.1, -0.8], [0.3, 0.1, -0.2], [-0.4, -2.2, 0.6], [2.3, 0.9, 0.2], [-2.4, 0.4, -0.3], [-0.1, -0.8, 0.0], [0.9, 0.7, 0.0], [-0.3, 0.5, -1.0], [-0.1, 0.0, 0.4], [0.1, 0.0, 0.0], [-0.2, 0.1, 0.2], [0.2, 0.2, -0.1]]}